Computed, not measured: a 10-piece molecular cluster, C20H60N4O10 overall at a distorted geometry, with ωB97M-V/def2-TZVPD.

Net charge   0
Max |F|   13.8 eV Å⁻¹
Spin multiplicity   1
SMILES   NC(N)=O.NC(N)=O.CC(C)O.CC(C)O.CC(C)O.CC(C)O.CC(C)O.CO.CO.CO
E_LUMO   -0.26 eV
E_HOMO   -8.8001 eV

The geometry in XYZ format:
```
94
Properties=species:S:1:pos:R:3:mulliken_charge:R:1
N -3.4579 2.2184 -1.5682 -0.388
C -3.2193 2.3487 -0.2716 0.514
N -2.3624 3.2865 -0.0623 -0.323
O -3.7200 1.5787 0.7369 -0.687
H -4.1722 1.4878 -1.6089 0.273
H -3.1278 2.7519 -2.3711 0.221
H -1.9223 3.3068 0.8486 0.167
H -1.9929 3.7652 -0.8932 0.196
N 1.3266 -2.7552 -0.7189 -0.150
C 2.2266 -2.9526 0.1587 0.065
N 2.0913 -2.2061 1.1301 0.234
O 3.2890 -3.8313 -0.1520 -0.795
H 1.5348 -3.1577 -1.6629 0.331
H 0.6618 -1.9653 -0.7006 0.239
H 2.9040 -2.0490 1.7010 0.146
H 1.2620 -1.6613 1.3764 -0.264
C -1.1238 -1.6692 -4.8849 -1.733
C -0.9442 -1.0720 -3.4580 1.645
C -1.6135 0.2860 -3.2312 -0.597
O -1.3340 -1.8786 -2.5298 -0.492
H -2.0995 -2.1117 -4.8481 0.420
H -0.3670 -2.3911 -5.0610 0.464
H -1.0676 -0.8499 -5.5611 0.394
H 0.1561 -0.9018 -3.3495 -0.464
H -1.4425 0.7941 -2.3565 -0.325
H -2.7082 0.2747 -3.2272 0.333
H -1.3750 1.0967 -3.9790 0.492
H -1.2198 -1.3943 -1.7097 -0.513
C 0.0423 -2.5904 5.3706 -1.715
C 0.2922 -1.7775 4.1205 0.706
C -0.8521 -1.8420 3.1066 -0.220
O 0.4320 -0.5317 4.3521 -0.465
H -0.4746 -3.4423 5.0922 0.423
H -0.5175 -2.0735 6.1264 0.337
H 0.9871 -2.9472 5.8192 0.414
H 1.2417 -2.1343 3.7444 0.162
H -0.6252 -1.3643 2.1820 -1.454
H -1.8559 -1.5684 3.4928 0.583
H -0.9395 -2.8359 2.7671 0.630
H 1.2501 -0.4592 4.8702 0.361
C -3.6974 -4.0995 1.7390 -1.395
C -3.8812 -3.2666 0.5418 0.566
C -2.7253 -2.3615 0.1700 -1.058
O -4.2776 -3.7992 -0.5084 -0.576
H -3.2708 -3.5833 2.6193 0.219
H -3.0917 -4.8885 1.4081 0.401
H -4.7007 -4.4458 2.0951 0.349
H -4.7882 -2.6564 0.8357 0.177
H -3.0530 -1.6955 -0.6138 0.420
H -1.8971 -2.9636 -0.2303 0.448
H -2.4065 -1.7841 1.0082 0.125
H -3.5973 -3.7886 -1.1784 0.383
C 3.7037 2.6957 0.5096 -1.328
C 2.8012 1.9800 1.4252 0.145
C 1.4969 2.7883 1.4718 -0.672
O 2.4653 0.8784 1.0743 -0.612
H 3.1139 2.7486 -0.4201 -0.052
H 4.6190 2.1260 0.3198 0.375
H 4.0526 3.6583 0.9121 0.490
H 3.2046 1.9839 2.4208 0.613
H 0.8018 2.3341 2.0735 -0.256
H 1.0753 3.1460 0.5425 -0.061
H 1.6649 3.7735 1.9648 0.643
H 2.8246 0.2815 1.7079 0.258
C 3.2835 2.6475 -3.3320 -1.238
C 1.8491 2.1464 -3.5407 0.679
C 1.1002 2.4298 -2.2177 -0.147
O 1.1724 2.6736 -4.4760 -0.497
H 3.4398 3.6246 -2.8280 0.369
H 3.9447 2.5481 -4.1749 0.398
H 3.6892 2.0906 -2.4848 0.234
H 1.8362 1.0471 -3.6412 -0.204
H 1.1544 3.4622 -1.9209 0.623
H 1.4540 1.8714 -1.3648 -0.793
H 0.0780 2.2178 -2.2921 0.107
H 1.7433 2.6988 -5.2399 0.449
C 3.3290 -0.8198 -1.8324 0.209
O 4.1676 -0.0434 -0.9482 -0.594
H 3.4960 -0.4357 -2.9036 0.210
H 2.2758 -0.5705 -1.5891 -0.851
H 3.5501 -1.9104 -1.7464 0.518
H 3.5599 0.1139 -0.2246 0.349
C -0.6634 0.5737 0.2640 -0.785
O 0.2739 -0.3114 -0.2272 4.099
H -0.5610 1.4877 -0.2274 0.419
H -0.6111 0.5715 1.3614 -0.565
H -1.5511 0.1362 -0.1793 -0.068
H 1.0596 0.2044 -0.2054 -1.753
C -1.6536 2.3413 3.5554 -0.308
O -1.2360 3.5969 3.0337 -0.538
H -1.6888 2.3711 4.5869 0.473
H -0.9567 1.6269 3.2473 -0.162
H -2.6800 2.0761 3.3322 0.266
H -0.4550 3.6901 3.5365 0.336
```

***

Computed, not measured: H2NO3PS as an isolated structure at a distorted geometry, with ωB97M-V/def2-TZVPD.

Net charge   -2
Max |F|   2.5 eV Å⁻¹
Spin multiplicity   1
E_LUMO   6.20 eV
E_HOMO   1.2264 eV

The geometry in XYZ format:
```
8
Properties=species:S:1:pos:R:3:mulliken_charge:R:1
N -0.4288 1.2651 0.2738 -0.609
O 1.1238 0.0285 -1.9675 -0.735
O -0.3865 -1.5811 -0.7604 -0.714
O 1.5617 -0.4955 0.5149 -0.695
P 0.6618 -0.4788 -0.6580 0.782
S -1.0588 0.4196 1.5462 -0.330
H -1.2116 1.4688 -0.3228 0.173
H -0.2617 -0.6266 1.3736 0.128
```

***

Computed, not measured: C49H65N6O9PS3 as an isolated structure at a distorted geometry, with ωB97M-V/def2-TZVPD.

Net charge   0
Max |F|   3.3 eV Å⁻¹
Spin multiplicity   1
E_LUMO   -0.02 eV
E_HOMO   -8.9648 eV

The geometry in XYZ format:
```
133
Properties=species:S:1:pos:R:3:mulliken_charge:R:1
C -5.0510 -2.8317 -4.8475 -1.152
C -3.8253 -2.3090 -5.6623 -0.345
C -2.6166 -3.3083 -5.6576 -0.633
C -1.4299 -2.6472 -4.8814 -0.683
C -0.0141 -3.1498 -5.3064 -0.639
C 1.0332 -1.9809 -5.2856 -0.731
C 2.3006 -2.2832 -4.4116 -0.755
C 2.8813 -0.9283 -3.9214 -0.478
C 4.3237 -1.0289 -3.3207 -0.988
C 4.5146 -0.0353 -2.1096 -0.735
C 4.5249 -0.8039 -0.7812 -0.618
O 3.2921 -0.9900 -0.0524 -0.236
S 3.8425 -1.9403 1.2072 1.039
O 3.5940 -3.2582 0.7342 -0.659
O 3.1161 -1.6252 2.3868 -0.531
O 5.4594 -1.5688 1.2058 -0.290
C 5.5186 -0.4015 0.3431 0.368
P 7.2428 0.0716 -0.2729 0.425
O 8.3265 -0.4188 0.6006 -0.579
S 5.0415 1.0521 1.3917 -0.228
C 5.1607 0.5913 3.1363 -0.324
C 6.4853 1.0126 3.8115 0.498
O 7.3828 1.4603 3.2242 -0.462
O 6.6395 0.8504 5.1765 -0.342
C 6.2456 -0.4523 5.6230 -0.527
C 6.9037 -0.8119 6.9690 0.165
C 8.2540 -1.5142 6.6774 -1.496
O 6.0500 -1.5870 7.8173 -0.219
C 6.5410 -1.6488 9.1005 0.491
O 6.6821 -0.6929 9.7643 -0.522
C 6.9196 -3.0231 9.7265 -0.444
S 5.9742 -4.3478 8.8420 -0.186
H -5.4749 -3.7598 -5.2634 0.319
H -4.7336 -2.9576 -3.7941 0.284
H -5.8485 -2.0643 -4.8757 0.340
H -3.5513 -1.3088 -5.2846 0.255
H -4.1707 -2.2047 -6.7119 0.246
H -2.3276 -3.6191 -6.6789 0.438
H -2.9131 -4.2345 -5.1282 0.325
H -1.5737 -2.8386 -3.8049 0.167
H -1.4554 -1.5704 -5.1319 0.351
H -0.0131 -3.5652 -6.3337 0.399
H 0.3633 -3.9725 -4.6656 0.427
H 0.5551 -1.0699 -4.8803 0.399
H 1.3469 -1.7478 -6.3197 0.274
H 2.9998 -2.8471 -5.0558 0.267
H 2.0349 -2.9291 -3.5512 0.384
H 2.1879 -0.4693 -3.1950 0.335
H 2.9330 -0.2905 -4.8270 0.283
H 5.0441 -0.7670 -4.1137 0.461
H 4.4994 -2.0818 -3.0363 0.496
H 3.6682 0.6737 -2.1890 0.377
H 5.4286 0.5489 -2.3013 0.616
H 4.8203 -1.8587 -0.9834 0.556
H 7.2577 1.4849 -0.4545 0.104
H 7.3430 -0.4685 -1.5944 0.077
H 4.3406 1.1297 3.6542 0.517
H 4.9964 -0.4754 3.3491 0.208
H 5.1401 -0.5359 5.7137 0.292
H 6.5374 -1.2148 4.8687 0.368
H 7.1526 0.1332 7.4956 0.338
H 8.8818 -0.8349 6.0740 0.417
H 8.1356 -2.4756 6.1421 0.358
H 8.7908 -1.7399 7.6179 0.376
H 7.9840 -3.2223 9.5157 0.267
H 6.6827 -3.0351 10.7952 0.383
H 6.4361 -4.2227 7.5640 0.084
N 0.1358 2.1454 0.7426 -0.434
C 0.6651 0.9718 1.0927 -0.277
C 0.9037 0.5894 2.4028 -0.414
C 0.5801 1.4793 3.4135 -0.267
C 0.0314 2.7075 3.0758 -0.539
C -0.1718 2.9879 1.7333 -0.217
H 0.9057 0.3084 0.2690 0.507
H 1.3297 -0.3772 2.6199 0.433
H 0.7517 1.2198 4.4515 0.451
H -0.2353 3.4300 3.8357 0.390
H -0.6041 3.9334 1.4212 0.415
N -4.8693 1.9366 -1.9635 -0.332
C -3.9875 1.9567 -0.9583 -0.458
C -2.6377 2.2303 -1.1182 -0.048
C -2.1712 2.4958 -2.3946 -0.403
C -3.0648 2.4792 -3.4534 -0.370
C -4.3956 2.1969 -3.1846 -0.651
H -4.3985 1.7395 0.0226 0.412
H -1.9695 2.2344 -0.2675 0.367
H -1.1227 2.7127 -2.5616 0.469
H -2.7372 2.6804 -4.4655 0.554
H -5.1317 2.1756 -3.9815 0.428
N -8.3582 -2.4739 -2.8764 -0.500
C -7.8483 -1.4269 -2.2180 -0.278
C -8.5989 -0.3359 -1.8069 -0.268
C -9.9529 -0.3232 -2.0956 -0.193
C -10.5022 -1.3951 -2.7778 -0.393
C -9.6658 -2.4390 -3.1412 -0.258
H -6.7834 -1.4779 -2.0175 0.411
H -8.1325 0.4827 -1.2747 0.387
H -10.5724 0.5122 -1.7922 0.392
H -11.5557 -1.4225 -3.0226 0.359
H -10.0530 -3.3014 -3.6738 0.349
N -9.2201 4.6489 -1.0832 -0.544
C -9.0854 5.8295 -0.4757 -0.301
C -7.8776 6.3220 -0.0063 -0.348
C -6.7432 5.5435 -0.1731 -0.480
C -6.8593 4.3131 -0.7994 0.169
C -8.1141 3.9165 -1.2346 -0.464
H -10.0007 6.4015 -0.3652 0.348
H -7.8277 7.2889 0.4768 0.366
H -5.7800 5.8916 0.1808 0.389
H -5.9994 3.6754 -0.9485 0.369
H -8.2528 2.9630 -1.7334 0.479
N 2.9420 -3.9630 10.1271 -0.298
C 1.8890 -4.6293 10.6047 -0.287
C 0.5946 -4.4734 10.1336 -0.369
C 0.3758 -3.5700 9.1086 -0.272
C 1.4517 -2.8643 8.5967 -0.729
C 2.7080 -3.0966 9.1353 0.151
H 2.1072 -5.3235 11.4094 0.358
H -0.2192 -5.0447 10.5598 0.361
H -0.6211 -3.4174 8.7128 0.371
H 1.3208 -2.1490 7.7956 0.410
H 3.5801 -2.5707 8.7620 0.303
N -1.2418 3.7955 -7.0120 -0.495
C -1.7676 4.8779 -6.4353 -0.059
C -2.3553 5.9183 -7.1374 -0.542
C -2.3970 5.8339 -8.5193 -0.147
C -1.8554 4.7200 -9.1400 -0.400
C -1.2942 3.7337 -8.3439 -0.170
H -1.7079 4.8998 -5.3519 0.409
H -2.7685 6.7710 -6.6155 0.346
H -2.8464 6.6262 -9.1056 0.367
H -1.8683 4.6176 -10.2168 0.348
H -0.8613 2.8419 -8.7844 0.359
```

***

Computed, not measured: one molecule with the formula C3H4N2O at a distorted geometry, with ωB97M-V/def2-TZVPD.

Net charge   0
Max |F|   4.3 eV Å⁻¹
Spin multiplicity   1
SMILES   N#CCNC=O
E_LUMO   0.52 eV
E_HOMO   -10.6790 eV

The geometry in XYZ format:
```
10
Properties=species:S:1:pos:R:3:mulliken_charge:R:1
N -2.7348 0.3398 -0.7826 -0.347
C -1.7848 -0.1908 -0.3898 0.246
C -0.5688 -0.8699 0.1165 -0.320
N 0.5076 0.0631 0.5611 -0.138
C 1.2976 0.7994 -0.2530 0.084
O 1.4291 0.9374 -1.4314 -0.497
H -0.2087 -1.5261 -0.6967 0.249
H -0.8719 -1.5344 0.9299 0.297
H 1.0084 0.6048 1.3553 0.282
H 1.9261 1.3767 0.5907 0.145
```

***

Computed, not measured: C22H31BiBrCl2N3O3 as an isolated structure at a distorted geometry, with ωB97M-V/def2-TZVPD.

Net charge   0
Max |F|   3.9 eV Å⁻¹
Spin multiplicity   1
E_LUMO   0.37 eV
E_HOMO   -7.4318 eV

The geometry in XYZ format:
```
63
Properties=species:S:1:pos:R:3:mulliken_charge:R:1
O -0.0043 1.1635 -2.8436 -0.485
C -0.5016 0.8858 -3.9517 0.077
C -0.1756 1.6526 -5.2593 0.426
C 1.0005 2.4252 -5.3044 -0.298
H 1.8025 2.2612 -4.5742 0.301
C 1.1339 3.4701 -6.2359 -0.435
H 1.9950 4.1614 -6.1841 0.331
C 0.1347 3.6436 -7.2213 -0.313
H 0.2247 4.4793 -7.9339 0.344
C -0.9264 2.7196 -7.3114 -0.490
H -1.6627 2.8395 -8.1112 0.345
C -1.0421 1.6989 -6.3584 -0.439
H -1.8217 0.9534 -6.4329 0.359
H -1.2861 0.1123 -4.1884 0.245
C -2.7916 2.1289 0.2525 -1.284
C -2.2787 1.0149 1.0572 0.942
H -3.5957 2.6671 0.7717 0.377
H -3.1700 1.8640 -0.7346 0.235
H -2.0116 2.8639 0.0582 0.245
C -2.7213 0.5614 2.2227 -0.504
C -3.8963 1.0511 3.0033 -1.398
H -2.1538 -0.1847 2.7848 0.304
H -4.4074 1.8454 2.4610 0.359
H -3.5896 1.4316 3.9866 0.274
H -4.6084 0.2357 3.1667 0.280
Bi -0.1839 0.1021 0.6397 1.622
Cl 1.0784 2.3966 0.5170 -0.637
Cl -1.4232 -0.9168 -1.4245 -0.674
H 3.8124 0.1429 -2.2102 0.331
H 5.4654 1.1728 -0.5758 0.294
C 3.0503 0.1915 -1.4244 -0.967
C 4.6804 1.1768 0.1823 -0.884
N 3.7016 0.1448 -0.1128 0.260
H 2.3582 -0.6530 -1.5418 0.260
C 3.1780 -0.5609 0.8977 0.128
O 2.1619 -1.2892 0.8085 -0.597
H 5.1006 0.9176 1.1564 0.322
H 3.7238 -0.4380 1.8549 0.272
H 2.4828 1.1254 -1.5494 0.355
H 4.2003 2.1610 0.2364 0.284
H -1.6142 -5.5751 2.5607 0.318
H -0.4647 -6.2915 0.3204 0.323
C -2.1112 -4.7717 1.9925 -0.854
C -0.9997 -5.4639 -0.1466 -0.886
N -1.3080 -4.4251 0.8090 0.185
H -2.1995 -3.8826 2.6265 0.195
C -0.7766 -3.2156 0.6572 0.322
O -0.9174 -2.2800 1.4864 -0.702
H -0.3530 -5.0104 -0.8889 0.256
H -0.2086 -3.0828 -0.2753 0.138
H -3.1171 -5.1013 1.6830 0.312
H -1.8933 -5.8362 -0.6472 0.328
Br 1.5324 -2.6824 6.2084 -0.186
C 1.0684 -1.0112 5.3965 -0.419
C 0.9185 0.1392 6.1725 -0.082
C 0.6846 1.3602 5.5578 -0.831
C 0.4550 1.3511 4.1714 -0.221
N 0.5384 0.2485 3.4155 0.086
C 0.8883 -0.9233 4.0055 -0.183
H 1.0029 0.0505 7.2373 0.450
H 0.6623 2.3069 6.0843 0.413
H 0.1803 2.2710 3.6361 0.360
H 0.9987 -1.7939 3.3636 0.508
```

***

Computed, not measured: one molecule with the formula C4H7NS at a distorted geometry, with ωB97M-V/def2-TZVPD.

Net charge   0
Max |F|   1.5 eV Å⁻¹
Spin multiplicity   1
SMILES   C=C(C)NC=S
E_LUMO   0.61 eV
E_HOMO   -8.3492 eV

The geometry in XYZ format:
```
13
Properties=species:S:1:pos:R:3:mulliken_charge:R:1
C 0.1289 2.4695 -0.8172 -0.982
C 0.1356 1.1681 -0.6388 0.924
C 0.6308 0.1752 -1.6135 -1.369
N -0.2761 0.7075 0.6644 -0.156
C -0.4381 -0.4944 1.2476 -0.115
S -0.1192 -1.9881 0.6484 -0.324
H 0.5003 2.8554 -1.7653 0.251
H -0.2350 3.2016 -0.1030 0.264
H -0.1927 -0.4937 -1.9076 0.334
H 0.9961 0.5879 -2.5778 0.350
H 1.5172 -0.3310 -1.2140 0.331
H -0.6374 1.4793 1.2133 0.220
H -0.8517 -0.3527 2.2604 0.273
```